one) A gas-phase ion, C9H16N (charge +1). Source: the Open Molecules 2025 dataset; level of theory: ωB97M-V/def2-TZVPD.

The net charge is +1. Its HOMO energy is -12.1 eV. For the LUMO energy, the calculation gives -3.65 eV. The SMILES is C=C=C/C(C)=C(/C)[NH2+]CC. The calculation puts the gap between HOMO and LUMO at 8.49 eV.

Atoms and positions in Å:
1 C 2.20 0.70 0.08
2 C 1.23 -0.46 0.03
3 C 3.55 0.91 0.11
4 C 4.81 1.06 0.31
5 C -0.25 -0.68 0.11
6 C 1.95 -1.77 -0.49
7 C -0.83 -2.04 0.13
8 C -3.08 1.91 0.25
9 C -2.18 0.93 -0.43
10 N -1.08 0.39 0.55
11 H 1.61 1.61 0.16
12 H 5.43 1.28 -0.53
13 H 5.36 0.92 1.27
14 H 1.40 -2.21 -1.30
15 H 2.14 -2.63 0.26
16 H 2.99 -1.65 -0.66
17 H -1.84 -1.76 0.20
18 H -0.42 -2.53 0.94
19 H -0.73 -2.65 -0.79
20 H -3.60 1.66 1.19
21 H -2.47 2.73 0.63
22 H -3.69 2.19 -0.51
23 H -1.62 1.52 -1.16
24 H -2.57 0.12 -0.88
25 H -1.70 0.20 1.34
26 H -0.35 1.04 0.89

=====

two) A gas-phase ion, C9H16N (charge +1). Source: the Open Molecules 2025 dataset; level of theory: ωB97M-V/def2-TZVPD.

The net charge is +1. Its HOMO energy is -12.9 eV. For the LUMO energy, the calculation gives -5.97 eV. The calculation puts the gap between HOMO and LUMO at 6.97 eV.

Atoms and positions in Å:
1 C -0.47 -1.86 0.41
2 C -0.95 -0.77 1.02
3 C 0.14 -2.11 -0.81
4 C 0.99 -1.19 -1.58
5 C -0.68 0.59 0.70
6 C 2.24 -0.65 -0.91
7 C 0.26 1.08 1.78
8 C -2.02 1.47 0.84
9 C -0.12 0.04 -1.85
10 N -0.26 0.84 -0.70
11 H -0.66 -2.85 0.87
12 H -1.61 -0.97 1.88
13 H 1.22 -1.67 -2.53
14 H 2.30 -0.66 0.22
15 H 2.59 0.34 -1.38
16 H 3.01 -1.43 -1.19
17 H 0.04 0.53 2.67
18 H -0.08 2.07 1.96
19 H 1.29 0.98 1.40
20 H -1.70 2.38 0.44
21 H -2.26 1.64 2.01
22 H -2.88 0.96 0.43
23 H 0.06 -3.06 -1.06
24 H -0.98 -0.56 -2.19
25 H 0.32 0.66 -2.65
26 H 0.38 1.70 -0.68

=====

Calculated relative energies: one) 0.0338; two) 0.0000, given in hartree

=====

one) A molecular structure, C2HCl2NO2. Source: the Open Molecules 2025 dataset; level of theory: ωB97M-V/def2-TZVPD.

Its HOMO energy (alpha / beta) is -10.1 / -8.7 eV. For the LUMO energy (alpha / beta), the calculation gives -1.25 / -2.40 eV. The calculation puts the gap between HOMO and LUMO (alpha / beta) at 8.82 / 6.29 eV.

Atoms and positions in Å:
1 C 0.64 0.34 -0.10
2 C -1.35 0.66 -0.01
3 N 1.09 -0.92 -0.01
4 O 0.36 -1.89 -0.07
5 O 2.33 -0.95 0.09
6 Cl -1.93 2.19 0.07
7 Cl -2.31 -0.67 -0.11
8 H 1.16 1.24 0.14

=====

two) A single C2HCl2NO2 molecule. Source: the Open Molecules 2025 dataset; level of theory: ωB97M-V/def2-TZVPD.

Its HOMO energy is -11.2 eV. For the LUMO energy, the calculation gives -0.99 eV. The SMILES is N#CC(Cl)(Cl)OO. The calculation puts the gap between HOMO and LUMO at 10.22 eV.

Atoms and positions in Å:
1 C 1.20 1.04 0.61
2 C 0.24 0.27 -0.21
3 N 2.04 1.54 1.16
4 O -1.58 -1.10 -0.06
5 O -0.89 -0.01 0.51
6 Cl 1.21 -1.47 -0.74
7 Cl 0.11 1.06 -1.83
8 H -2.32 -1.34 0.56

=====

Calculated relative energies: one) 0.1317; two) 0.0000, given in hartree

=====

one) A single C13H16N2O2S molecule. Source: the Open Molecules 2025 dataset; level of theory: ωB97M-V/def2-TZVPD.

Its HOMO energy is -8.7 eV. For the LUMO energy, the calculation gives 0.58 eV. The SMILES is Cc1nn(C)c(C)c1CS(=O)(=O)c1ccccc1. The calculation puts the gap between HOMO and LUMO at 9.31 eV.

Atoms and positions in Å:
1 C 2.75 2.76 -0.23
2 C 2.59 1.28 -0.16
3 N 3.55 0.48 0.24
4 N 3.05 -0.76 0.21
5 C 1.77 -0.78 -0.22
6 C 1.43 0.54 -0.49
7 C 0.13 1.08 -0.90
8 H -0.46 0.37 -1.48
9 H 0.21 2.02 -1.42
10 S -0.88 1.44 0.61
11 O -0.21 0.91 1.77
12 O -1.21 2.84 0.61
13 C -2.39 0.49 0.35
14 C -3.42 1.04 -0.38
15 C -4.55 0.29 -0.63
16 C -4.63 -1.01 -0.14
17 C -3.59 -1.55 0.60
18 C -2.46 -0.80 0.84
19 H -1.63 -1.17 1.43
20 H -3.66 -2.56 0.98
21 H -5.52 -1.60 -0.33
22 H -5.37 0.71 -1.19
23 H -3.32 2.06 -0.73
24 C 0.99 -2.04 -0.33
25 H 0.03 -1.84 -0.80
26 H 0.81 -2.46 0.66
27 H 1.53 -2.78 -0.92
28 C 3.86 -1.88 0.62
29 H 4.82 -1.49 0.92
30 H 3.99 -2.58 -0.20
31 H 3.39 -2.39 1.46
32 H 1.98 3.24 0.37
33 H 2.67 3.11 -1.26
34 H 3.73 3.03 0.16

=====

two) A single C13H16N2O2S molecule. Source: the Open Molecules 2025 dataset; level of theory: ωB97M-V/def2-TZVPD.

Its HOMO energy is -8.2 eV. For the LUMO energy, the calculation gives 0.64 eV. The SMILES is CCCNC(=O)CCn1c(=S)oc2ccccc21. The calculation puts the gap between HOMO and LUMO at 8.88 eV.

Atoms and positions in Å:
1 C -1.06 -0.08 2.65
2 H -1.24 0.06 3.71
3 H -0.03 0.20 2.45
4 C -1.34 -1.53 2.25
5 H -2.37 -1.78 2.51
6 C -1.15 -1.77 0.76
7 N 0.24 -1.67 0.38
8 C 0.66 -1.93 -0.87
9 O -0.09 -2.27 -1.76
10 C 2.14 -1.68 -1.10
11 H 2.71 -1.73 -0.17
12 H 2.53 -2.42 -1.80
13 C 2.31 -0.28 -1.72
14 N 1.64 0.72 -0.92
15 C 2.16 1.27 0.21
16 S 3.63 0.96 0.85
17 O 1.27 2.11 0.76
18 C 0.14 2.07 -0.01
19 C -1.06 2.73 0.17
20 C -2.05 2.47 -0.75
21 C -1.86 1.58 -1.80
22 C -0.65 0.92 -1.99
23 C 0.35 1.18 -1.07
24 H -0.52 0.21 -2.79
25 H -2.66 1.40 -2.50
26 H -3.01 2.96 -0.65
27 H -1.20 3.41 1.00
28 H 1.87 -0.26 -2.72
29 H 3.37 -0.02 -1.77
30 H 0.91 -1.43 1.10
31 H -1.51 -2.77 0.49
32 H -1.73 -1.04 0.18
33 H -0.68 -2.20 2.81
34 H -1.71 0.59 2.09

=====

Calculated relative energies: one) 0.0673; two) 0.0000, given in hartree

=====

one) A single C2H4N4S molecule. Source: the Open Molecules 2025 dataset; level of theory: ωB97M-V/def2-TZVPD.

Its HOMO energy is -8.6 eV. For the LUMO energy, the calculation gives -0.55 eV. The calculation puts the gap between HOMO and LUMO at 8.03 eV.

Atoms and positions in Å:
1 C 1.69 0.00 0.06
2 C 0.37 0.56 0.26
3 N 1.69 -1.16 -0.44
4 N 1.19 -2.11 -0.84
5 N -0.67 -0.20 -0.12
6 N -2.00 0.13 0.18
7 S 0.21 2.07 0.91
8 H 2.58 0.53 0.32
9 H -0.55 -1.15 -0.45
10 H -1.99 0.94 0.80
11 H -2.50 0.38 -0.67

=====

two) A single C2H4N4S molecule. Source: the Open Molecules 2025 dataset; level of theory: ωB97M-V/def2-TZVPD.

Its HOMO energy is -7.4 eV. For the LUMO energy, the calculation gives 0.06 eV. The SMILES is Nn1cnc(=S)[nH]1. The calculation puts the gap between HOMO and LUMO at 7.50 eV.

Atoms and positions in Å:
1 C -0.28 1.29 0.05
2 C 1.63 0.33 -0.17
3 H -2.05 -0.92 -0.67
4 H -1.97 -0.67 1.05
5 H -1.13 2.02 0.11
6 H 0.77 -1.78 -0.30
7 N -1.54 -0.88 0.18
8 N -0.50 -0.04 -0.11
9 N 1.02 1.55 -0.01
10 N 0.74 -0.62 -0.23
11 S 3.30 -0.27 0.11

=====

Calculated relative energies: one) 0.0000; two) 0.0101, given in hartree

=====

one) A single C2H4N4S molecule. Source: the Open Molecules 2025 dataset; level of theory: ωB97M-V/def2-TZVPD.

Its HOMO energy (alpha / beta) is -8.3 / -8.1 eV. For the LUMO energy (alpha / beta), the calculation gives -0.91 / -1.14 eV. The calculation puts the gap between HOMO and LUMO (alpha / beta) at 7.36 / 7.00 eV.

Atoms and positions in Å:
1 C 0.38 0.48 1.91
2 C -0.98 -0.79 0.38
3 N -0.01 -0.01 3.01
4 N -1.76 -1.41 -0.42
5 N -0.02 0.12 0.54
6 N 0.54 0.88 -0.54
7 S -1.34 -1.06 3.09
8 H 1.07 1.36 1.89
9 H -2.45 -2.03 -0.11
10 H -0.22 1.33 -1.13
11 H 0.97 0.27 -1.32

=====

two) A single C2H4N4S molecule. Source: the Open Molecules 2025 dataset; level of theory: ωB97M-V/def2-TZVPD.

Its HOMO energy is -7.7 eV. For the LUMO energy, the calculation gives 0.37 eV. The calculation puts the gap between HOMO and LUMO at 8.07 eV.

Atoms and positions in Å:
1 C 2.47 0.21 0.17
2 C -0.02 -0.59 0.00
3 N 1.71 1.21 0.08
4 N 0.55 1.41 -0.05
5 N -2.18 0.18 0.31
6 N -1.29 -0.84 -0.05
7 S 1.36 -1.40 -0.03
8 H 3.59 0.06 0.13
9 H -1.49 1.08 0.32
10 H -2.93 0.39 -0.37
11 H -1.76 -1.70 -0.52

=====

Calculated relative energies: one) 0.0000; two) 0.0324, given in hartree

=====

one) 2 unconnected molecules or ions with the total composition C2H9N4. Source: the Open Molecules 2025 dataset; level of theory: ωB97M-V/def2-TZVPD.

The net charge is +1. Its HOMO energy (alpha / beta) is -12.8 / -14.6 eV. For the LUMO energy (alpha / beta), the calculation gives -6.94 / -5.56 eV. The calculation puts the gap between HOMO and LUMO (alpha / beta) at 5.83 / 9.03 eV.

Atoms and positions in Å:
1 C 1.60 -0.01 1.41
2 C -1.83 -0.67 -1.38
3 N 0.53 -0.24 2.04
4 N 1.75 0.48 0.16
5 N -1.30 0.07 -0.33
6 N 0.89 1.35 -0.28
7 H 2.62 -0.27 1.78
8 H -1.53 -1.76 -1.45
9 H -2.97 -0.85 -1.42
10 H -1.62 -0.30 -2.39
11 H 0.48 -0.36 2.98
12 H 2.56 0.24 -0.39
13 H -1.34 0.98 -0.24
14 H -1.16 -0.44 0.63
15 H 1.32 1.79 -1.12

=====

two) 2 unconnected molecules or ions with the total composition C2H9N4. Source: the Open Molecules 2025 dataset; level of theory: ωB97M-V/def2-TZVPD.

The net charge is +1. Its HOMO energy is -13.2 eV. For the LUMO energy, the calculation gives -3.40 eV. The calculation puts the gap between HOMO and LUMO at 9.77 eV.

Atoms and positions in Å:
1 C -2.57 -0.34 -0.03
2 C 2.95 -0.25 0.02
3 N -1.53 -1.15 -0.20
4 N -2.57 0.97 -0.09
5 N 1.50 -0.31 -0.05
6 N 0.69 0.60 0.05
7 H 3.45 -0.97 0.69
8 H 3.04 -0.42 -1.10
9 H 3.15 0.77 0.52
10 H -1.69 -2.05 0.14
11 H -1.81 1.36 -0.60
12 H -3.35 1.52 0.17
13 H 1.21 1.47 0.10
14 H -0.71 -0.65 -0.41
15 H -3.45 -0.73 0.30

=====

Calculated relative energies: one) 0.1024; two) 0.0000, given in hartree